Here is a 12-piece molecular cluster, C63H102N4O27 overall at a distorted geometry from OMol25. Energies are from the ωB97M-V functional and the def2-TZVPD basis.

Values from the calculation:
Relative energy (zero: lowest compared OMol25 entry of this formula, charge and spin), kcal per mole: 214.7
Structure (SMILES): Oc1ccc(O)cc1.Oc1ccc(O)cc1.Oc1ccc(O)cc1.Oc1ccc(O)cc1.Oc1ccc(O)cc1.COCCNCCOC.COCCNCCOC.COCCNCCOC.COCCNCCOC.O=C1OCCO1.O=C1OCCO1.O=C1OCCO1
E, eV: -128213.5493
LUMO energy, eV: -0.049

Each line ends with the Mulliken charge.
CARTESIAN COORDINATES (ANGSTROEM)
C1 -3.513 -2.037 -11.290  -0.85
O1 -2.448 -1.750 -10.484  -0.27
C2 -2.019 -2.864 -9.621  -0.66
C3 -0.772 -2.536 -8.890  -0.54
N1 0.244 -2.157 -9.886  -0.39
C4 1.317 -1.402 -9.237  -0.79
C5 2.690 -1.323 -10.120  -0.62
O2 2.592 -0.376 -11.158  -0.24
C6 3.806 -0.320 -11.899  -0.74
H1 -3.556 -3.044 -11.705  0.33
H2 -3.591 -1.413 -12.180  0.29
H3 -4.477 -1.961 -10.787  0.30
H4 -1.843 -3.730 -10.260  0.39
H5 -2.742 -3.077 -8.833  0.38
H6 -0.488 -3.329 -8.198  0.41
H7 -1.048 -1.692 -8.257  0.33
H8 -0.255 -1.492 -10.459  0.27
H9 1.592 -1.939 -8.329  0.47
H10 1.093 -0.429 -8.802  0.40
H11 3.015 -2.302 -10.472  0.34
H12 3.410 -1.041 -9.352  0.37
H13 4.623 -0.097 -11.213  0.32
H14 3.571 0.555 -12.504  0.22
H15 3.942 -1.236 -12.475  0.29
C7 -9.619 -7.350 5.676  -0.77
O3 -8.268 -7.732 5.370  -0.28
C8 -7.918 -7.422 4.035  -0.38
C9 -6.571 -8.116 3.671  -1.08
N2 -5.301 -7.682 4.182  -0.30
C10 -5.240 -7.966 5.638  -0.49
C11 -3.862 -7.623 6.144  -0.71
O4 -3.393 -6.286 5.916  -0.34
C12 -2.000 -6.213 5.760  -0.79
H16 -9.632 -6.269 5.536  0.33
H17 -9.831 -7.371 6.745  0.26
H18 -10.344 -7.967 5.146  0.27
H19 -7.962 -6.339 3.921  0.39
H20 -8.665 -7.919 3.417  0.39
H21 -6.505 -7.906 2.604  0.40
H22 -6.546 -9.204 3.602  0.45
H23 -5.304 -6.672 4.171  0.26
H24 -5.613 -8.979 5.787  0.43
H25 -5.884 -7.439 6.343  0.22
H26 -3.129 -8.327 5.752  0.40
H27 -3.796 -7.856 7.207  0.42
H28 -1.640 -6.758 4.888  0.36
H29 -1.475 -6.523 6.664  0.30
H30 -1.745 -5.185 5.501  0.26
C13 1.038 3.787 -4.570  -0.78
O5 1.394 3.568 -3.169  -0.27
C14 2.493 2.644 -2.988  -0.55
C15 2.899 2.866 -1.584  -0.66
N3 1.706 2.609 -0.641  -0.21
C16 2.173 3.053 0.721  -0.75
C17 1.331 2.304 1.783  -0.41
O6 2.201 1.266 2.339  -0.34
C18 1.567 0.099 2.734  -0.80
H31 0.355 4.636 -4.610  0.23
H32 0.497 3.043 -5.154  0.30
H33 1.932 4.017 -5.148  0.30
H34 3.286 2.869 -3.700  0.40
H35 2.165 1.625 -3.191  0.29
H36 3.186 3.908 -1.444  0.32
H37 3.709 2.201 -1.284  0.42
H38 0.872 3.098 -0.934  0.17
H39 2.061 4.136 0.769  0.45
H40 3.230 2.831 0.870  0.39
H41 0.558 1.756 1.245  0.36
H42 0.961 3.070 2.464  0.20
H43 1.986 -0.484 3.555  0.28
H44 1.601 -0.621 1.916  0.28
H45 0.518 0.203 3.011  0.39
C19 5.632 -1.539 11.843  -0.79
O7 5.466 -0.132 11.941  -0.32
C20 5.042 0.486 10.728  -0.53
C21 3.545 0.170 10.300  -0.70
N4 2.471 0.697 11.146  -0.28
C22 2.696 0.743 12.632  -0.60
C23 1.457 1.287 13.469  -0.63
O8 1.204 2.596 12.901  -0.32
C24 0.367 3.368 13.786  -0.89
H46 4.726 -2.034 11.495  0.26
H47 5.599 -2.094 12.779  0.31
H48 6.544 -1.877 11.351  0.33
H49 5.545 0.108 9.838  0.38
H50 5.289 1.545 10.807  0.35
H51 3.517 -0.912 10.171  0.25
H52 3.317 0.551 9.304  0.48
H53 2.237 1.664 10.977  0.24
H54 3.559 1.403 12.727  0.35
H55 3.039 -0.210 13.032  0.39
H56 1.723 1.461 14.512  0.37
H57 0.633 0.578 13.546  0.39
H58 -0.542 2.876 14.134  0.34
H59 -0.003 4.333 13.442  0.30
H60 0.829 3.682 14.722  0.34
C25 9.211 4.778 -11.335  -0.55
C26 8.684 4.423 -10.113  -0.56
C27 7.481 5.024 -9.738  0.77
C28 6.865 5.990 -10.576  -0.66
C29 7.569 6.481 -11.681  -0.49
C30 8.751 5.881 -12.019  0.64
O9 9.448 6.312 -13.106  -0.53
O10 6.939 4.606 -8.574  -0.50
H61 10.168 4.316 -11.529  0.24
H62 9.151 3.626 -9.552  0.27
H63 5.913 6.491 -10.488  0.40
H64 7.134 7.296 -12.241  0.40
H65 10.163 5.713 -13.331  0.28
H66 7.492 3.952 -8.139  0.28
C31 -2.867 -3.556 10.050  -0.29
C32 -3.809 -4.294 10.772  -0.65
C33 -3.406 -4.784 12.028  0.74
C34 -2.039 -4.649 12.440  -0.52
C35 -1.147 -3.914 11.645  -0.51
C36 -1.530 -3.412 10.371  0.25
O11 -0.761 -2.677 9.493  -0.52
O12 -4.298 -5.379 12.738  -0.50
H67 -3.208 -3.121 9.123  0.37
H68 -4.766 -4.493 10.311  0.42
H69 -1.650 -5.134 13.323  0.28
H70 -0.120 -3.892 11.977  0.37
H71 0.023 -2.239 9.830  0.27
H72 -3.844 -5.955 13.357  0.30
C37 -2.673 -2.072 -3.149  -0.35
C38 -1.522 -1.509 -2.634  -0.42
C39 -0.697 -2.242 -1.770  0.33
C40 -1.116 -3.561 -1.489  -0.57
C41 -2.338 -4.101 -2.001  -0.43
C42 -3.176 -3.293 -2.822  0.37
O13 -4.232 -3.750 -3.541  -0.54
O14 0.457 -1.754 -1.327  -0.48
H73 -3.218 -1.442 -3.837  0.37
H74 -1.143 -0.585 -3.047  0.44
H75 -0.361 -4.186 -1.035  0.38
H76 -2.527 -5.149 -1.823  0.33
H77 -4.166 -4.705 -3.612  0.31
H78 0.286 -0.857 -1.030  0.25
C43 -6.074 5.052 -7.545  -0.28
C44 -5.052 4.373 -8.264  -0.56
C45 -5.176 3.065 -8.512  0.64
C46 -6.312 2.376 -8.065  -0.56
C47 -7.291 3.040 -7.275  -0.52
C48 -7.196 4.377 -7.108  0.24
O15 -8.295 5.047 -6.713  -0.54
O16 -4.167 2.453 -9.148  -0.43
H79 -6.012 6.114 -7.362  0.34
H80 -4.229 5.005 -8.564  0.41
H81 -6.394 1.307 -8.196  0.30
H82 -8.122 2.486 -6.864  0.41
H83 -8.144 5.669 -5.997  0.32
H84 -4.422 1.533 -9.247  0.22
C49 8.493 -1.957 4.104  -0.59
C50 7.322 -1.612 3.538  -0.39
C51 7.154 -1.820 2.172  0.52
C52 8.136 -2.461 1.374  -0.71
C53 9.296 -2.711 1.924  -0.44
C54 9.412 -2.540 3.305  0.72
O17 10.638 -2.741 3.906  -0.56
O18 5.935 -1.419 1.620  -0.42
H85 8.626 -1.889 5.174  0.38
H86 6.505 -1.188 4.104  0.33
H87 7.942 -2.647 0.328  0.38
H88 10.142 -2.989 1.313  0.29
H89 11.370 -2.622 3.297  0.30
H90 5.433 -0.912 2.262  0.21
C55 -2.577 3.039 7.861  -0.32
C56 -3.364 3.184 9.156  -0.25
O19 -4.722 3.285 8.699  -0.32
C57 -4.803 2.956 7.419  0.68
O20 -5.841 2.698 6.766  -0.58
O21 -3.589 2.606 6.956  -0.30
H91 -1.745 2.348 7.992  0.28
H92 -2.137 3.982 7.536  0.26
H93 -2.998 4.057 9.696  0.28
H94 -3.266 2.275 9.749  0.26
C58 -0.130 4.853 -12.534  -0.29
C59 0.978 5.015 -11.525  -0.18
O22 1.301 6.413 -11.580  -0.33
C60 0.703 6.950 -12.674  0.72
O23 0.878 8.046 -13.147  -0.57
O24 0.104 6.060 -13.334  -0.34
H95 -1.139 4.930 -12.129  0.21
H96 -0.113 3.989 -13.198  0.25
H97 1.782 4.313 -11.749  0.28
H98 0.472 4.872 -10.570  0.25
C61 -3.603 5.419 -2.258  -0.18
C62 -3.737 6.373 -1.147  -0.35
O25 -4.229 5.536 -0.138  -0.32
C63 -3.766 4.351 -0.331  0.71
O26 -3.693 3.433 0.493  -0.60
O27 -3.336 4.269 -1.558  -0.29
H99 -2.729 5.731 -2.828  0.22
H100 -4.467 5.400 -2.922  0.27
H101 -4.548 7.087 -1.292  0.26
H102 -2.832 6.819 -0.733  0.27